A) 39
Properties=species:S:1:pos:R:3 method="wB97M-V/def2-TZVPD" smiles="C=CC(N)=C(C)C.O.O.O.O.O.O.O" homo_lumo_gap_ev=7.62 lumo_ev=0.0 homo_ev=-7.6
N 0.12 -0.05 0.00
C 0.79 2.41 -1.37
H 0.15 -0.58 -4.30
H -1.03 -3.52 1.95
H 1.60 -1.24 -3.78
H -0.62 -3.01 -2.41
H 1.06 3.34 -1.85
H -2.84 3.19 0.67
H 4.54 0.55 0.97
C 0.56 -1.25 -3.52
H -0.36 -2.72 -0.78
O -2.26 1.87 -3.02
H 1.14 -1.97 3.02
H -0.16 0.66 0.62
O -1.91 3.41 0.44
C 0.63 1.28 -2.08
H 0.24 -2.27 -3.88
H -2.26 1.50 2.53
H -1.91 3.56 -0.53
H 1.01 1.25 -3.09
H -1.37 2.12 -3.28
O 4.08 0.45 0.11
H -2.04 1.17 -2.40
C 0.29 0.04 -1.40
H -1.86 -2.08 -1.58
C 0.08 -1.11 -2.11
H -1.55 -2.53 3.15
H 0.41 2.58 -0.38
O -1.33 -2.67 2.24
O -1.72 0.71 2.58
H 3.40 -0.14 0.42
O 0.14 -0.44 3.73
O 2.01 -2.28 3.20
H 2.63 -1.55 3.29
H -0.53 -0.84 3.20
C -0.79 -2.24 -1.66
H -0.25 0.39 4.02
H -2.10 -0.07 2.16
H 0.43 -0.92 0.32


B) 39
Properties=species:S:1:pos:R:3 method="wB97M-V/def2-TZVPD" smiles=COCCNCCOC.O.O.O.O.O homo_lumo_gap_ev=9.26 lumo_ev=0.3 homo_ev=-9.0
O -25.18 10.47 -4.67
H -34.74 10.68 -10.14
O -31.63 12.58 -12.39
C -31.56 7.95 -7.56
O -27.18 14.21 -13.24
H -30.63 10.85 -4.91
C -32.99 7.81 -10.39
C -31.27 8.66 -6.21
C -31.51 7.81 -9.96
H -35.46 9.12 -10.62
H -31.76 12.77 -11.46
H -32.76 14.28 -8.29
H -31.73 11.88 -5.86
H -27.05 14.06 -12.30
H -24.92 10.49 -5.60
N -31.34 8.72 -8.76
H -31.99 11.70 -12.51
C -31.61 10.91 -5.38
H -31.14 6.79 -9.94
H -34.62 9.42 -9.03
O -33.44 9.12 -10.82
O -32.67 13.32 -8.31
H -32.01 9.45 -8.96
H -32.45 10.78 -4.71
H -31.65 8.21 -5.29
H -28.57 12.43 -8.48
H -25.22 9.54 -4.45
H -27.75 11.36 -9.17
H -32.49 13.08 -7.40
H -30.89 7.09 -7.50
C -34.63 9.60 -10.10
H -28.13 14.24 -13.35
O -31.81 9.99 -6.39
H -32.58 7.57 -7.46
H -30.19 8.71 -6.06
H -31.05 8.36 -10.78
O -27.89 12.31 -9.14
H -33.27 7.17 -11.23
H -33.57 7.40 -9.57


Stability summary: most stable A), least stable B).


A) 12
Properties=species:S:1:pos:R:3 method="wB97M-V/def2-TZVPD" charge=-1 homo_lumo_gap_ev=6.68 lumo_ev=4.1 homo_ev=-2.6
H 2.25 -0.21 -0.47
C -1.40 1.31 1.13
N 1.19 -2.32 -0.86
H -1.82 1.12 0.13
H 0.85 0.78 -0.05
H 0.82 -3.01 -1.52
H -1.00 0.39 1.60
S -0.03 2.57 1.00
N 1.24 -0.08 -0.47
H -0.47 -1.17 -1.25
C 0.58 -1.19 -0.92
H -2.20 1.80 1.68


B) 12
Properties=species:S:1:pos:R:3 method="wB97M-V/def2-TZVPD" charge=-1 homo_lumo_gap_ev=6.91 lumo_ev=3.9 homo_ev=-3.0
S 0.81 -1.00 -2.67
H 0.50 -0.59 -0.60
H -0.28 1.44 -1.40
C 0.09 -0.08 1.42
H -0.63 0.58 1.93
C -0.82 1.03 -0.55
N 0.90 -0.85 2.05
H -1.74 0.58 -0.95
H 0.78 -0.81 3.05
H -1.05 1.86 0.13
N -0.04 0.01 0.09
H 1.47 -2.16 -2.50


Stability summary: most stable B), least stable A).


A) 7
Properties=species:S:1:pos:R:3 method="wB97M-V/def2-TZVPD" homo_lumo_gap_ev=11.42 lumo_ev=0.4 homo_ev=-11.0
H -0.43 2.21 -0.81
H -0.52 -1.45 1.91
N -0.83 1.34 -0.45
Br 0.86 -2.05 1.93
C -0.13 0.33 -0.64
H -0.38 -0.59 -0.37
Cl 1.43 0.22 -1.58


B) 7
Properties=species:S:1:pos:R:3 method="wB97M-V/def2-TZVPD" smiles=ClCNBr homo_lumo_gap_ev=9.78 lumo_ev=0.5 homo_ev=-9.3
H -0.05 -0.56 -1.41
Cl 1.66 -0.98 0.66
C 0.25 -0.06 0.78
H 0.30 0.96 1.35
Br -1.62 1.06 -1.56
N -0.01 0.33 -0.98
H -0.53 -0.74 1.16


Stability summary: most stable A), least stable B).


A) 9
Properties=species:S:1:pos:R:3 method="wB97M-V/def2-TZVPD" charge=+1 homo_lumo_gap_ev=8.88 lumo_ev=-7.1 homo_ev=-16.0
N 1.67 -0.19 0.11
H -1.76 1.79 0.23
H 0.06 1.67 -0.04
C 2.56 0.55 0.24
H 0.65 -1.57 -0.99
H 0.77 -1.91 0.75
C -0.89 1.17 0.12
S -1.05 -0.43 0.25
C 0.65 -1.12 0.01


B) 9
Properties=species:S:1:pos:R:3 method="wB97M-V/def2-TZVPD" smiles="S=C=C1C[NH2+]1" charge=+1 homo_lumo_gap_ev=8.11 lumo_ev=-5.5 homo_ev=-13.6
C 1.32 2.18 0.99
H -1.04 1.03 -0.55
H -1.01 0.35 1.05
N -0.44 0.61 0.19
H 0.85 -1.01 0.65
C 0.86 1.10 0.55
C 0.65 -0.27 -0.02
S 1.66 3.53 1.63
H 0.98 -0.54 -1.08


C) 9
Properties=species:S:1:pos:R:3 method="wB97M-V/def2-TZVPD" charge=+1 homo_lumo_gap_ev="7.44 / 7.43" lumo_ev="-6.8 / -6.8" homo_ev="-14.3 / -14.3"
H 0.44 -1.41 0.87
H 1.63 0.09 -0.17
H -0.04 -1.72 -0.83
C -0.04 -1.09 0.02
H 0.44 2.22 0.36
C 0.01 1.27 0.15
N 0.67 0.17 -0.12
S -1.81 -0.54 -0.10
C -1.30 0.99 -0.18


Stability summary: most stable A), least stable C).